# 1
{
  "formula": "C24H50BClF4P2PdSi2",
  "method": "the ωB97M-V functional and the def2-TZVPD basis",
  "elements": ["Pd", "C", "C", "C", "Si", "C", "C", "Si", "H", "H", "H", "Cl", "C", "C", "C", "C", "H", "H", "H", "H", "H", "H", "H", "H", "H", "H", "H", "H", "C", "C", "P", "H", "H", "P", "H", "H", "C", "C", "C", "C", "C", "H", "C", "H", "H", "H", "H", "H", "H", "H", "C", "C", "H", "H", "H", "H", "H", "H", "H", "C", "C", "H", "H", "H", "H", "H", "H", "C", "C", "H", "H", "H", "H", "H", "H", "H", "C", "H", "H", "H", "F", "B", "F", "F", "F"],
  "xyz": [[-0.38772, 0.00290, -0.93539], [-2.23074, -0.05077, 2.05685], [-2.19794, 1.11968, 1.27494], [-2.39480, 0.72273, -0.10889], [-1.52942, 2.70618, 1.97908], [-2.40655, -0.75790, -0.14407], [-2.22770, -1.19786, 1.23649], [-1.58593, -2.81818, 1.91801], [-2.21498, -0.06835, 3.17679], [-2.79674, 1.32116, -0.89841], [-2.81218, -1.31997, -0.93402], [2.34668, 0.20468, -5.11767], [-1.25640, -2.69170, 3.71067], [-2.75645, -4.19963, 1.48471], [-1.19376, 2.51678, 3.81118], [-2.67408, 4.10040, 1.63352], [-3.78168, -3.82695, 1.58429], [-2.60912, -5.00811, 2.20715], [-2.62235, -4.59383, 0.47690], [-0.43354, -1.95322, 3.94129], [-0.94324, -3.68182, 4.12024], [-2.16257, -2.36495, 4.26224], [-3.70513, 3.74401, 1.72858], [-2.55662, 4.54116, 0.64458], [-2.51848, 4.88352, 2.38248], [-2.11494, 2.20042, 4.33853], [-0.85997, 3.49319, 4.22669], [-0.39055, 1.75213, 4.00711], [0.12216, -3.00094, 1.02971], [0.17502, 2.89510, 1.14001], [0.27036, -2.26645, -0.58501], [0.36624, -4.07401, 1.02945], [0.83809, -2.49160, 1.70127], [0.33599, 2.25623, -0.54496], [0.90121, 2.33063, 1.75473], [0.44385, 3.96026, 1.19178], [2.03960, 2.85639, -1.04627], [-0.88888, 3.29968, -1.54463], [-0.87412, -3.27072, -1.66525], [2.04786, -2.70551, -1.01727], [2.97465, -1.71005, -0.31478], [2.11874, -2.57182, -2.09960], [2.47745, -4.11017, -0.63867], [2.47896, -4.25278, 0.44016], [3.51232, -4.24180, -0.98525], [1.88472, -4.89084, -1.10196], [2.71258, -0.66755, -0.51986], [4.00840, -1.88480, -0.65767], [2.95809, -1.84462, 0.78229], [-1.84091, -3.18256, -1.14792], [-0.53224, -4.75101, -1.77673], [-1.02388, -2.65484, -3.06028], [-0.37645, -5.24616, -0.80887], [0.35498, -4.91390, -2.41154], [-1.36944, -5.26699, -2.26901], [-1.42965, -1.63780, -3.02599], [-1.71234, -3.27973, -3.64913], [-0.05698, -2.61338, -3.59570], [-1.81582, 3.19126, -0.96897], [-1.09463, 2.72859, -2.93175], [-0.53366, 4.77509, -1.60667], [-0.43903, 5.26302, -0.62782], [-1.33922, 5.29313, -2.14224], [0.39074, 4.94877, -2.18319], [-1.47045, 1.70501, -2.92253], [-0.16781, 2.73902, -3.52899], [-1.82924, 3.35302, -3.45172], [3.11786, 1.82039, -0.75797], [2.46220, 4.16843, -0.38403], [1.96795, 3.01631, -2.14254], [2.58777, 4.04098, 0.69043], [1.77370, 5.00700, -0.56575], [3.43398, 4.45904, -0.79990], [3.01073, 1.40497, 0.24774], [4.09457, 2.29842, -0.81403], [3.11422, 1.01251, -1.50678], [0.73334, 0.07903, -2.50682], [1.32482, 1.00539, -2.68428], [0.12308, -0.00110, -3.43427], [1.50478, -0.71093, -2.65981], [0.98422, -0.06924, 1.87818], [1.85787, -0.09588, 3.01768], [2.58962, -1.28392, 2.98365], [2.68215, 1.05195, 2.94228], [1.03681, -0.04417, 4.19320]],
  "s_squared": 6.021,
  "e_homo_ev": [-6.2074, -8.5512],
  "total_energy_ha": -3218.66515,
  "orbital_gap_ev": [6.6, 4.6],
  "multiplicity": 5
}


# 2
{
  "formula": "C5H8N2",
  "method": "the ωB97M-V functional and the def2-TZVPD basis",
  "elements": ["C", "N", "C", "C", "C", "N", "C", "H", "H", "H", "H", "H", "H", "H", "H"],
  "xyz": [[0.52841, 0.00461, 1.82590], [0.53044, -0.11108, 0.37847], [1.56697, -0.49740, -0.39726], [1.21895, -1.00798, -1.66600], [-0.14948, -0.90679, -1.53378], [-0.62681, -0.36063, -0.33301], [-1.43720, 0.84745, -0.59795], [0.21536, -0.93226, 2.30116], [-0.12407, 0.81491, 2.16082], [1.55296, 0.22599, 2.13662], [2.55578, -0.37347, 0.04224], [-0.94811, -1.15465, -2.23187], [-1.91940, 0.73273, -1.57264], [-0.76114, 1.70646, -0.67152], [-2.20266, 1.01211, 0.15880]],
  "smiles": "CN1C=C=CN1C",
  "e_homo_ev": -7.4858,
  "relative_energy_kj_mol": 387.1,
  "total_energy_ha": -304.68807,
  "orbital_gap_ev": 7.9,
  "multiplicity": 1
}


# 3
{
  "formula": "C21H35B2ClF5N3O7PS2",
  "method": "the ωB97M-V functional and the def2-TZVPD basis",
  "elements": ["C", "B", "O", "C", "C", "P", "O", "N", "S", "O", "O", "C", "F", "F", "C", "F", "F", "F", "C", "C", "C", "C", "C", "S", "O", "O", "Cl", "C", "C", "C", "C", "C", "C", "C", "C", "C", "N", "B", "O", "N", "C", "C", "H", "H", "H", "H", "H", "H", "H", "H", "H", "H", "H", "H", "H", "H", "H", "H", "H", "H", "H", "H", "H", "H", "H", "H", "H", "H", "H", "H", "H", "H", "H", "H", "H", "H", "H"],
  "xyz": [[4.79762, 0.34235, -2.24297], [3.62132, -0.13490, -1.28633], [3.90829, -0.96394, -0.22375], [2.11394, 0.40326, -1.56130], [1.34765, -0.76076, -2.24430], [0.50896, -0.06409, -3.78525], [0.06181, 1.32505, -3.63825], [0.29978, -1.45751, -1.42885], [0.75280, -3.17011, -1.17167], [0.87393, -3.67395, -2.49690], [1.98512, -3.27673, -0.48346], [-0.66155, -4.13965, -0.43308], [-0.48762, -5.36528, -0.88957], [-1.82856, -3.71769, -0.93588], [-0.76611, -4.20712, 1.13796], [0.38419, -3.99084, 1.76093], [-1.71377, -3.38586, 1.57927], [-1.16884, -5.44636, 1.43995], [-0.19089, -0.73336, -0.19222], [-1.42757, 0.08415, -0.63465], [-2.75119, -0.72575, -0.49810], [-3.95430, 0.22535, -0.47194], [-4.29896, 0.79947, -1.87209], [-4.90406, 2.48550, -1.62877], [-5.37843, 3.00765, -2.86269], [-3.86577, 3.27327, -1.04141], [-6.44845, 2.38542, -0.28120], [0.87024, 0.08287, 0.55981], [0.30013, 0.81823, 1.79307], [-0.78727, 0.08036, 2.56271], [-2.10411, 0.47920, 2.45748], [-3.13681, -0.10142, 3.14515], [-2.85590, -1.14500, 3.99867], [-1.55288, -1.55428, 4.11603], [-0.51738, -0.97354, 3.42647], [0.89737, -1.47374, 3.65905], [1.46728, 1.04182, -0.38989], [2.40005, 2.00751, 0.20324], [3.12772, 1.79134, 1.37181], [2.55864, 3.27852, -0.51454], [1.60314, 4.27799, -0.00161], [3.95473, 3.75377, -0.47202], [5.43217, -0.48462, -2.57551], [5.37341, 1.10950, -1.71114], [4.39797, 0.85626, -3.12668], [4.38886, -1.72723, -0.57269], [2.22496, 1.18926, -2.32044], [2.10273, -1.44578, -2.65090], [1.48636, -0.19447, -4.80155], [-0.50862, -1.01033, -4.08973], [-0.52638, -1.53537, -2.03977], [-0.57359, -1.49503, 0.50150], [-1.36165, 0.38620, -1.68994], [-1.51399, 1.00542, -0.06500], [-2.88542, -1.37961, -1.37044], [-2.70697, -1.27926, 0.44310], [-4.84128, -0.26299, -0.06100], [-3.76637, 1.08886, 0.17425], [-5.10136, 0.23292, -2.34689], [-3.43078, 0.92477, -2.52229], [1.65827, -0.60030, 0.91931], [-0.12474, 1.78745, 1.50646], [1.09395, 1.01654, 2.51559], [-2.33056, 1.31920, 1.80368], [-4.13189, 0.31051, 3.01386], [-3.67183, -1.58289, 4.56218], [-1.34234, -2.36335, 4.81173], [0.83340, -2.54393, 3.88358], [1.40585, -0.99753, 4.49924], [1.47103, -1.41263, 2.73163], [2.83109, 2.44607, 2.01877], [2.11936, 4.95614, 0.69546], [0.78043, 3.80143, 0.54296], [1.20804, 4.90625, -0.80583], [4.17777, 4.32833, 0.43601], [4.60707, 2.87416, -0.44662], [4.19081, 4.29486, -1.39187]],
  "smiles": "CB(O)[C@H]1[C@H]([PH2]=O)[N@@H+](S(=O)(=O)C(F)(F)C(F)(F)F)[C@H](CCCCS(=O)(=O)Cl)[C@H](Cc2ccccc2C)N1B(O)N(C)C",
  "e_homo_ev": -11.2852,
  "charge": 1,
  "total_energy_ha": -3658.88224,
  "orbital_gap_ev": 7.2,
  "multiplicity": 1
}